This record from OMol25 describes a 40-piece molecular cluster, H80O40 overall at a distorted geometry. The level of theory is wB97M-V/def2-TZVPD.

The geometry in XYZ format:
```
120
Properties=species:S:1:pos:R:3
H -4.66 -1.45 -5.08
H -4.00 -0.08 -4.81
O -4.45 -0.85 -4.37
H 1.13 -3.56 -3.78
H 1.67 -2.69 -2.55
O 1.83 -2.99 -3.53
H -2.77 2.27 0.75
H -1.83 2.57 -0.69
O -2.11 2.91 0.32
H -1.18 -1.37 -3.67
H 0.25 -0.85 -3.71
O -0.38 -1.31 -4.23
H -4.52 -1.22 3.22
H -6.03 -1.29 3.22
O -5.30 -0.57 3.24
H 0.35 -4.50 5.00
O 0.59 -3.78 5.55
H -1.66 -1.55 -0.49
O -0.88 -0.94 -0.41
H -3.76 2.42 -1.61
H -4.75 2.44 -2.61
O -4.51 1.88 -1.89
H 1.73 3.25 4.92
H 2.43 1.89 5.15
O 2.05 2.72 5.59
H -2.36 -5.42 -1.51
H -1.39 -5.75 -2.66
O -2.34 -5.43 -2.45
H -0.86 4.22 -3.08
H -1.64 4.06 -1.57
O -1.58 4.58 -2.54
H -4.23 0.78 1.61
O -4.09 1.10 0.68
H 2.29 5.76 -0.74
H 1.61 6.37 0.45
O 1.53 6.29 -0.46
H 1.53 -2.31 5.20
H 2.84 -2.61 4.85
O 2.33 -1.95 4.93
H 0.96 -3.46 3.44
H 0.32 -2.24 2.82
O 0.60 -3.14 2.64
H 2.74 -3.16 1.67
H 3.13 -2.50 2.97
O 3.45 -2.85 2.16
H 6.08 2.18 -0.25
H 4.85 1.21 0.39
O 5.68 1.76 0.55
H -3.32 -3.19 -2.15
H -3.71 -3.24 -0.58
O -3.31 -2.80 -1.28
H -1.69 3.53 4.82
O -2.59 3.28 4.68
H -1.18 0.82 -2.83
H -0.45 0.92 -1.60
O -0.90 1.41 -2.19
H 2.57 3.46 2.40
O 3.14 4.09 1.98
H 1.23 0.39 -2.50
H 2.14 -0.86 -2.38
O 1.36 -0.52 -2.16
H 4.78 -2.23 -1.83
H 4.80 -2.47 -3.24
O 4.69 -1.70 -2.64
H 1.02 -2.77 -0.84
H 1.99 -1.95 -0.08
O 1.10 -2.45 0.04
H -2.97 3.94 -3.31
H -2.90 3.02 -4.68
O -3.44 3.30 -3.98
H -2.81 -1.65 5.06
H -3.91 -2.92 4.63
O -3.30 -2.56 5.24
H 1.48 3.64 -3.75
H 2.61 3.15 -4.13
O 2.38 4.03 -3.71
H -3.76 -1.01 -2.46
H -3.35 0.39 -1.91
O -2.97 -0.49 -2.25
H -0.35 -6.11 -0.19
H -1.15 -5.84 1.12
O -0.80 -6.49 0.59
H 2.02 -4.84 1.18
H 3.53 -4.67 0.68
O 2.78 -5.29 0.65
H 0.22 0.09 4.17
H 0.35 -0.45 5.65
O -0.16 -0.52 4.75
H 0.15 0.46 -4.15
O 0.86 1.03 -4.37
H 2.36 4.29 -1.33
H 2.15 3.89 0.19
O 2.30 3.43 -0.78
H -2.51 2.45 4.22
H -0.17 -3.21 5.80
H 4.12 3.75 2.12
H -0.11 -1.27 -0.12
H -4.56 0.36 0.28
H 0.53 1.25 -5.29
O -0.88 5.21 -0.23
H -0.19 5.83 -0.34
H -1.66 5.60 -0.51
O 1.33 -5.25 -2.18
H 1.20 -6.19 -2.68
H 1.46 -4.56 -2.79
O -2.56 -1.85 2.06
H -2.24 -1.04 1.87
H -1.89 -2.39 1.95
O 1.68 1.86 2.82
H 1.88 1.18 2.29
H 0.79 2.24 2.52
O 3.73 1.61 -3.47
H 2.84 1.60 -3.35
H 4.41 0.91 -3.39
O 0.38 2.86 0.94
H -0.13 3.63 0.56
H -0.04 2.10 0.76
O 2.85 0.91 0.18
H 1.99 1.16 0.17
H 3.33 1.32 -0.57
```

The value obtained for the energy above the lowest of the compared OMol25 structures with the same formula, charge and spin is 357.4 kcal/mol. Its HOMO-LUMO gap is 9.86 eV.